Molecular formula: C6H15NPS
Method: DFT, wB97M-V/def2-TZVPD

Last column: Mulliken charge in e.
Element x y z (Å)
S (-3.127, -0.379, 0.083)  -0.204
P (-1.947, 1.129, -0.262)  0.358
N (-0.343, -1.148, -0.023)  0.087
C (-0.182, 0.293, 0.320)  0.011
C (0.633, -2.040, 0.527)  -0.875
C (0.561, 2.618, -0.642)  -1.343
C (-0.069, 0.484, 1.792)  -1.218
C (-0.429, -1.358, -1.492)  -1.009
C (0.862, 1.081, -0.478)  -0.334
H (-1.318, -1.352, 0.364)  0.225
H (1.015, 0.578, -1.498)  0.210
H (1.777, 0.975, 0.065)  0.395
H (0.112, 1.531, 2.063)  0.400
H (-1.019, 0.178, 2.304)  0.375
H (-1.071, -0.582, -2.034)  0.371
H (0.016, 2.843, 0.264)  0.382
H (-0.160, 2.752, -1.440)  0.414
H (1.543, -1.927, 0.056)  0.451
H (0.831, -1.870, 1.532)  0.341
H (0.579, -1.264, -1.784)  0.513
H (1.456, 3.189, -0.651)  0.380
H (0.409, -3.055, 0.317)  0.410
H (-0.864, -2.452, -1.537)  0.349
H (0.736, -0.226, 2.154)  0.311

total charge = +1
energy above the lowest of the compared OMol25 structures with the same formula, charge and spin = 1.245 eV
gap between HOMO and LUMO = 7.4276 eV
maximum force = 2.936 eV/Å
structure (SMILES) = CC[C@@](C)(P=S)[NH+](C)C
HOMO = -13.1 eV

***

Molecular formula: C30H35N3O3Rb
Method: DFT, wB97M-V/def2-TZVPD

Last column: Mulliken charge in e.
Element x y z (Å)
Rb (0.706, 0.056, -0.362)  0.491
O (3.432, 0.377, 0.432)  -0.421
O (2.931, 1.392, -1.510)  -0.648
O (1.415, -2.347, 1.292)  -0.299
N (-1.142, 2.294, 1.745)  -0.006
N (-1.634, 1.995, -0.893)  0.423
N (0.923, 0.856, 2.628)  0.252
C (1.234, -3.192, 2.416)  -0.519
C (2.006, 0.175, 2.999)  -0.238
C (-2.850, 4.047, -0.946)  -0.733
C (-0.370, -3.035, -1.755)  1.486
C (-2.231, 2.974, -2.988)  -0.935
C (-3.150, 3.553, 2.015)  -0.907
C (-1.958, 2.768, 3.929)  -0.738
C (1.565, 0.585, 5.305)  -0.553
C (-1.636, 1.981, -2.218)  -0.223
C (-3.032, 3.453, 3.390)  -0.703
C (-3.282, -0.745, -2.214)  -1.853
C (-0.917, -0.517, -4.451)  -1.668
C (-2.171, 2.954, 1.226)  0.758
C (0.234, -4.290, -1.189)  -1.399
C (0.163, 1.426, 3.562)  0.493
C (0.055, -2.326, -2.899)  -0.437
C (-2.847, 4.023, -2.332)  -0.493
C (2.360, 0.007, 4.334)  -0.919
C (0.452, 1.315, 4.921)  -0.673
C (1.289, -2.565, -3.721)  -1.807
C (-2.405, -2.941, -0.153)  -1.552
C (-1.025, 2.194, 3.063)  0.797
C (3.663, 1.147, -0.535)  -0.188
C (2.599, -2.734, 0.567)  0.228
C (2.605, -3.789, 2.700)  -0.490
C (-1.964, -1.470, -2.241)  1.536
C (-2.228, 3.008, -0.264)  0.198
C (3.146, -3.967, 1.280)  -0.652
C (-1.604, -2.491, -1.342)  -0.557
C (-0.933, -1.361, -3.205)  0.885
H (1.058, -2.909, -4.739)  0.382
H (-3.420, -0.124, -3.103)  0.328
H (-2.205, 2.912, -4.067)  0.466
H (1.932, -3.326, -3.269)  0.372
H (-4.123, -1.449, -2.189)  0.520
H (3.247, -0.554, 4.596)  0.473
H (0.510, -3.983, 2.181)  0.293
H (-0.833, -1.127, -5.358)  0.415
H (-3.776, 3.896, 4.039)  0.411
H (0.836, -2.589, 3.235)  0.323
H (-3.301, 4.870, -0.407)  0.372
H (-2.163, -2.389, 0.767)  0.090
H (2.738, -4.878, 0.836)  0.280
H (-0.165, 1.785, 5.673)  0.251
H (-2.235, -4.001, 0.067)  0.369
H (-3.480, -2.814, -0.318)  0.396
H (-0.415, -5.159, -1.355)  0.379
H (0.400, -4.225, -0.108)  0.021
H (1.808, 0.481, 6.356)  0.412
H (-3.994, 4.056, 1.563)  0.360
H (3.293, -1.892, 0.587)  0.274
H (-3.316, 4.826, -2.888)  0.396
H (-1.835, 0.069, -4.554)  0.336
H (3.219, -3.075, 3.255)  0.187
H (1.196, -4.527, -1.653)  0.317
H (2.319, -2.927, -0.470)  -0.331
H (2.547, -4.718, 3.268)  0.387
H (-1.151, 1.127, -2.672)  0.389
H (4.651, 1.675, -0.506)  0.342
H (-0.075, 0.190, -4.483)  0.275
H (1.898, -1.660, -3.829)  0.263
H (2.616, -0.209, 2.194)  0.472
H (-3.399, -0.088, -1.343)  0.186
H (-1.861, 2.680, 5.001)  0.266
H (4.233, -4.014, 1.233)  0.392

total charge = -1
energy above the lowest of the compared OMol25 structures with the same formula, charge and spin = 0.139 eV
gap between HOMO and LUMO = 4.9335 eV
maximum force = 0.552 eV/Å
HOMO = -2.7 eV

***

Molecular formula: C17H9Br5N5O7S4Sn
Method: DFT, wB97M-V/def2-TZVPD

Last column: Mulliken charge in e.
Element x y z (Å)
Sn (-0.934, 0.426, -0.112)  0.746
Br (-1.785, 7.633, 0.023)  -0.184
Br (1.077, -8.445, 1.571)  -0.227
Br (-4.477, 6.370, 1.477)  -0.173
Br (0.741, 5.576, -0.724)  -0.123
Br (-4.625, 3.091, 2.071)  -0.114
S (-0.827, 0.776, 4.501)  -0.160
S (1.333, 2.828, 1.418)  -0.111
S (-0.077, 3.561, 3.950)  -0.126
S (0.380, -0.323, 2.028)  -0.358
O (-1.407, 2.797, 6.098)  -0.569
O (0.563, -2.037, -0.770)  -0.166
O (-1.181, 0.851, -4.514)  -0.752
O (0.135, 2.721, 0.174)  0.051
O (-1.925, 1.870, -2.768)  -0.590
O (1.895, -2.896, -2.355)  -0.994
O (-2.107, 1.731, 1.136)  -0.966
N (2.004, -0.008, -2.169)  -0.347
N (1.829, 0.430, -0.843)  -0.165
N (0.106, 1.122, -2.659)  -0.399
N (0.829, -0.784, -3.958)  -0.354
N (-1.045, 1.271, -3.363)  1.027
C (-3.037, 5.247, 1.006)  0.217
C (1.113, -6.762, 0.685)  0.207
C (1.834, -6.635, -0.491)  -0.537
C (0.463, 2.330, 2.812)  -0.093
C (-0.917, 3.600, 0.386)  -0.066
C (0.455, -4.472, 0.579)  -0.267
C (1.856, -5.405, -1.130)  -0.240
C (0.089, 1.042, 3.048)  0.360
C (1.169, -4.319, -0.603)  -0.017
C (-0.875, 2.461, 5.074)  0.593
C (-1.899, 5.790, 0.404)  0.280
C (-3.123, 3.883, 1.262)  -0.213
C (0.918, 0.115, -2.983)  0.539
C (1.208, -2.972, -1.301)  0.367
C (-0.834, 4.946, 0.092)  -0.110
C (0.421, -5.696, 1.232)  -0.636
C (-2.064, 3.018, 0.941)  0.672
H (2.368, -7.484, -0.897)  0.405
H (1.911, -0.367, -0.221)  0.201
H (2.406, -5.266, -2.052)  0.421
H (1.233, -1.698, -3.723)  0.286
H (2.427, -0.929, -2.257)  0.347
H (2.515, 1.135, -0.616)  0.223
H (0.056, -0.688, -4.596)  0.277
H (-0.066, -3.614, 0.984)  0.419
H (-0.133, -5.819, 2.153)  0.422

total charge = -1
energy above the lowest of the compared OMol25 structures with the same formula, charge and spin = 1.236 eV
gap between HOMO and LUMO = 7.6378 eV
maximum force = 0.370 eV/Å
HOMO = -5.9 eV

***

Molecular formula: C4H7NOS
Method: DFT, wB97M-V/def2-TZVPD

Last column: Mulliken charge in e.
Element x y z (Å)
S (1.989, -0.136, 0.710)  0.048
O (2.039, -1.226, -0.532)  -0.474
N (-0.835, -0.787, -0.240)  -0.311
C (-1.464, -1.745, 0.266)  -0.177
C (1.226, 1.294, -0.124)  -0.583
C (-1.168, 0.535, -0.136)  0.021
C (-0.263, 1.514, -0.116)  -0.543
H (1.222, -1.801, -0.553)  0.337
H (-0.468, 2.529, 0.148)  0.312
H (-1.041, -2.737, 0.081)  0.245
H (1.761, 1.282, -1.017)  0.319
H (-2.204, 0.565, 0.075)  0.354
H (-2.421, -1.389, 0.911)  0.153
H (1.630, 2.103, 0.527)  0.300

total charge = 0
energy above the lowest of the compared OMol25 structures with the same formula, charge and spin = 3.090 eV
gap between HOMO and LUMO = 8.8024 eV
maximum force = 3.009 eV/Å
structure (SMILES) = C=N/C=C\CSO
HOMO = -8.5 eV

***

Molecular formula: C4H8NPS
Method: DFT, wB97M-V/def2-TZVPD

Last column: Mulliken charge in e.
Element x y z (Å)
S (-0.370, 1.976, -2.696)  -0.347
P (-0.220, 0.054, -2.676)  -0.155
N (0.047, -0.414, -1.174)  0.138
C (-1.281, 0.299, 0.827)  -1.223
C (0.061, -1.563, -0.224)  -0.526
C (1.274, 0.555, 0.830)  -1.366
C (0.076, -0.173, 0.249)  1.023
H (-1.388, 1.415, 0.755)  0.345
H (-1.278, -0.180, 1.844)  0.308
H (1.082, 1.646, 0.932)  0.356
H (-2.060, -0.040, 0.087)  0.323
H (2.252, 0.738, 0.210)  0.309
H (1.566, -0.063, 1.713)  0.298
H (1.076, -2.086, -0.419)  0.231
H (-0.836, -2.165, -0.259)  0.288

total charge = 0
energy above the lowest of the compared OMol25 structures with the same formula, charge and spin = 0.889 eV
gap between HOMO and LUMO = 8.5965 eV
maximum force = 3.896 eV/Å
structure (SMILES) = CC1(C)CN1P=S
HOMO = -8.5 eV

***

Molecular formula: C33H52N3O3P2Ti
Method: DFT, wB97M-V/def2-TZVPD

Last column: Löwdin spin population.
Element x y z (Å)
Ti (-0.135, -0.122, 0.134)  1.326
P (-2.627, -0.065, -0.306)  0.017
P (2.435, -0.584, -0.276)  0.002
O (-0.806, -2.358, 2.251)  0.181
O (0.166, 1.249, 1.557)  0.033
O (-0.795, 0.559, 3.478)  0.003
N (0.609, 1.870, 5.039)  0.000
N (0.325, 1.268, -1.323)  -0.009
N (-0.345, -1.438, -1.535)  0.007
C (4.272, -2.430, 0.910)  0.000
C (-3.780, -1.502, 0.108)  0.004
C (4.175, -0.049, 1.848)  0.000
C (-3.451, 1.644, -0.185)  0.000
C (-3.067, -2.840, -0.167)  0.001
C (1.068, 2.888, -5.896)  -0.002
C (-4.857, 1.623, -0.787)  0.000
C (-4.099, -1.384, 1.607)  0.000
C (0.730, -2.249, -1.842)  0.013
C (0.399, 3.821, -3.339)  0.010
C (-1.473, -2.204, -3.505)  0.004
C (-0.585, -1.524, 1.441)  0.228
C (5.151, -0.342, -1.363)  0.000
C (-1.381, -1.373, -2.396)  0.006
C (0.935, 1.979, -4.847)  0.009
C (2.396, -1.708, 2.325)  0.009
C (0.832, 4.252, -5.690)  0.009
C (-3.501, 2.048, 1.294)  0.000
C (3.298, -0.005, -2.938)  0.003
C (0.595, 1.540, -2.448)  0.071
C (0.638, 2.443, -3.547)  0.007
C (-2.443, -0.324, -2.117)  0.007
C (3.387, -1.230, 1.259)  0.000
C (0.566, -3.258, -2.824)  0.002
C (-5.071, -1.571, -0.725)  0.000
C (3.722, 1.730, -1.170)  0.000
C (-0.026, 1.291, 2.838)  0.009
C (1.976, -1.978, -1.240)  0.024
C (0.791, 2.294, 3.625)  0.000
C (-0.518, -3.216, -3.677)  0.009
C (0.513, 4.712, -4.409)  -0.001
C (3.728, 0.227, -1.482)  -0.001
C (-2.606, 2.684, -0.943)  0.002
H (-5.223, 2.658, -0.842)  0.000
H (5.079, -2.198, 0.212)  0.000
H (3.502, 0.790, 2.078)  0.000
H (1.354, 2.528, -6.883)  0.000
H (1.058, 0.907, -5.009)  0.001
H (-4.602, -2.307, 1.929)  0.000
H (2.970, -2.024, 3.212)  0.001
H (2.727, 2.166, -1.292)  0.000
H (1.801, -2.566, 1.999)  0.001
H (5.187, -1.410, -1.620)  0.000
H (5.616, -0.184, -0.386)  0.000
H (-3.055, 3.677, -0.774)  0.000
H (4.654, -0.371, 2.785)  0.000
H (3.933, 0.614, -3.594)  0.000
H (-3.731, -3.648, 0.179)  0.000
H (-2.889, -2.992, -1.237)  0.000
H (-2.505, 2.028, 1.753)  0.000
H (3.407, -1.057, -3.234)  0.000
H (-3.406, -0.622, -2.547)  0.001
H (0.413, 3.310, 3.489)  0.000
H (4.402, 2.234, -1.874)  0.000
H (0.128, 4.177, -2.341)  0.000
H (-5.646, -2.436, -0.357)  0.000
H (1.711, -0.916, 2.650)  0.004
H (-5.568, 1.078, -0.156)  0.000
H (0.885, 4.950, -6.529)  0.001
H (2.725, -2.767, -1.348)  0.001
H (4.966, 0.329, 1.194)  0.000
H (0.350, 5.777, -4.241)  0.000
H (-4.780, -0.548, 1.816)  0.000
H (4.744, -2.792, 1.837)  0.000
H (-0.638, -3.945, -4.477)  0.000
H (-2.599, 2.512, -2.027)  0.000
H (-3.886, 3.076, 1.359)  0.000
H (-0.337, 1.442, 5.135)  0.000
H (-4.872, -1.745, -1.791)  0.000
H (-2.162, 0.629, -2.594)  0.000
H (2.260, 0.292, -3.113)  0.002
H (-1.566, 2.718, -0.596)  0.001
H (-2.123, -2.936, 0.368)  0.001
H (1.361, -3.992, -2.933)  0.000
H (-4.870, 1.219, -1.808)  0.000
H (-5.719, -0.699, -0.628)  0.000
H (1.308, 1.150, 5.273)  0.000
H (4.072, 1.944, -0.151)  0.000
H (1.845, 2.269, 3.345)  0.000
H (-4.163, 1.405, 1.883)  0.000
H (-2.320, -2.082, -4.180)  0.000
H (0.759, 2.631, 5.702)  0.000
H (-3.191, -1.270, 2.213)  0.000
H (3.676, -3.252, 0.497)  0.000
H (5.782, 0.182, -2.098)  0.000

multiplicity = 3
total charge = +1
energy above the lowest of the compared OMol25 structures with the same formula, charge and spin = 0.215 eV
gap between HOMO and LUMO (spin up / spin down) = 5.2969 / 5.3681 eV
maximum force = 5.513 eV/Å
HOMO (spin up / spin down) = -8.2 / -8.3 eV